The following is a DFT calculation (wB97M-V/def2-TZVPD) of the ion C4H9N4O with charge +1 at a distorted geometry.

```
! RIJCOSX wB97M-V def2-TZVPD def2/J DEFGRID3
* xyz 1 1
C -2.438 0.783 1.124
C -1.999 0.466 -0.372
O -0.785 -0.392 -0.247
N 0.441 0.270 -0.230
N 0.778 1.574 -0.556
N 1.960 1.614 -0.719
C 2.502 0.415 -0.575
N 1.551 -0.472 -0.273
C 1.570 -1.861 -0.139
H -3.152 1.603 1.003
H -2.824 -0.052 1.626
H -1.646 1.144 1.754
H -1.507 1.351 -0.670
H -2.786 -0.026 -0.982
H 3.619 0.276 -0.526
H 1.534 -2.146 0.902
H 0.712 -2.254 -0.623
H 2.470 -2.293 -0.498
*
```

Values from the calculation:
gap between HOMO and LUMO = 0.36991 Ha
structure (SMILES) = CCOn1nnc[n+]1C

***

The following is a DFT calculation (wB97M-V/def2-TZVPD) of the ion C3H6IN4 with charge +1 at a distorted geometry.

```
! RIJCOSX wB97M-V def2-TZVPD def2/J DEFGRID3
* xyz 1 3
C 1.518 0.628 -1.820
C -0.172 -0.425 -0.642
C -0.903 -0.670 0.616
N 1.001 1.843 -1.878
N 0.270 2.362 -1.032
N -0.859 2.149 -0.670
N 1.102 -0.188 -0.792
I -1.381 -0.601 -2.407
H 2.547 0.531 -2.240
H -1.639 0.114 0.642
H -0.330 -0.799 1.503
H -1.393 -1.680 0.618
H -1.186 2.567 0.287
H 1.837 -0.277 0.010
*
```

Values from the calculation:
⟨S²⟩ = 2.04
gap between HOMO and LUMO (spin up / spin down) = 0.22326 / 0.28067 Ha